Entry 1:
Molecular formula: C24H22N2O3
Method: DFT, wB97M-V/def2-TZVPD

Properties
multiplicity: 1
SMILES string: Cc1ccc2cc(CN(Cc3ccco3)C(=O)c3ccccc3)c(=O)[nH]c2c1C
Kohn-Sham gap: 0.31005 Ha
ΔE to the lowest compared entry with this formula, charge and spin: 27.17 kcal/mol
HOMO level: -8.280 eV

Last column: natural (NBO) charge in e.
Element x y z (Å)
C 3.6954 5.2765 -1.0769  -0.638
C 3.0958 3.9052 -1.1793  0.026
C 3.8668 2.8752 -1.7312  -0.229
C 3.3817 1.5973 -1.8429  -0.165
C 2.0861 1.3001 -1.4087  -0.142
C 1.5414 -0.0173 -1.4349  -0.113
C 0.3036 -0.2942 -0.9699  -0.118
C -0.2309 -1.6954 -0.8781  -0.236
N -0.3224 -2.1303 0.5018  -0.428
C 0.8522 -1.9338 1.3332  -0.279
C 0.9984 -0.5237 1.8065  0.282
C 2.0557 0.3409 1.7632  -0.317
C 1.6133 1.5365 2.3783  -0.323
C 0.3244 1.3065 2.7487  0.079
O -0.0487 0.0641 2.4132  -0.393
C -1.3532 -2.8526 1.0170  0.671
O -1.3061 -3.3268 2.1370  -0.613
C -2.5399 -3.0789 0.1358  -0.057
C -2.8239 -4.3747 -0.2790  -0.213
C -3.9571 -4.6304 -1.0304  -0.212
C -4.8203 -3.5975 -1.3559  -0.213
C -4.5483 -2.3086 -0.9281  -0.198
C -3.4125 -2.0437 -0.1825  -0.231
C -0.5633 0.7836 -0.5007  0.641
O -1.7253 0.6607 -0.1580  -0.633
N 0.0259 2.0273 -0.4758  -0.586
C 1.3001 2.3342 -0.8689  0.283
C 1.8046 3.6399 -0.7407  -0.073
C 0.9274 4.6944 -0.1263  -0.651
H 4.7005 5.2808 -1.4899  0.220
H 3.0983 6.0034 -1.6258  0.221
H 3.7540 5.5978 -0.0377  0.220
H 4.8683 3.0972 -2.0686  0.210
H 3.9917 0.8101 -2.2597  0.213
H 2.1708 -0.8135 -1.8102  0.212
H 0.4369 -2.3733 -1.4300  0.191
H -1.2284 -1.7393 -1.3199  0.252
H 1.7540 -2.2220 0.7840  0.206
H 0.7174 -2.5972 2.1965  0.271
H 3.0230 0.1542 1.3437  0.228
H 2.1810 2.4336 2.5191  0.227
H -0.4041 1.9196 3.2414  0.205
H -2.1539 -5.1777 -0.0081  0.219
H -4.1702 -5.6381 -1.3564  0.213
H -5.7079 -3.7990 -1.9382  0.211
H -5.2244 -1.5031 -1.1746  0.213
H -3.1941 -1.0389 0.1453  0.256
H -0.5638 2.7680 -0.1180  0.419
H 0.6023 4.3837 0.8672  0.221
H 0.0432 4.8640 -0.7421  0.220
H 1.4509 5.6382 -0.0279  0.230

Atomic forces in eV per Å
-0.04 -0.01 0.01
-0.11 -0.20 0.00
0.10 -0.06 -0.04
-0.18 0.06 0.11
0.01 0.42 0.07
-0.57 -0.11 -0.02
0.34 -0.25 -0.37
-0.09 0.07 -0.26
0.25 0.18 0.01
-0.29 -0.04 0.45
1.02 0.03 -0.21
-0.42 -0.51 0.09
-0.47 0.04 0.30
0.57 0.75 0.11
-0.43 -0.48 0.01
-0.01 -0.11 0.01
-0.15 -0.13 0.16
-0.35 -0.09 0.03
0.12 0.09 0.04
-0.01 -0.07 -0.04
-0.06 -0.01 -0.05
-0.05 0.02 -0.02
0.06 -0.04 0.08
0.12 0.29 -0.07
-0.24 -0.18 0.05
-0.19 0.35 0.10
0.59 -0.22 -0.31
-0.01 -0.01 0.01
0.13 -0.12 -0.10
0.05 0.03 -0.01
0.00 0.12 0.00
0.02 0.11 0.04
0.10 0.03 -0.03
0.08 -0.10 -0.05
0.04 -0.15 -0.01
-0.09 0.12 -0.02
0.21 -0.04 -0.01
-0.03 0.06 0.07
0.17 0.08 -0.22
0.19 -0.10 -0.16
0.05 0.24 0.07
-0.17 0.00 0.06
0.04 -0.08 0.05
-0.01 -0.07 -0.02
-0.06 -0.01 -0.04
-0.05 0.07 -0.01
0.05 0.08 0.00
0.01 -0.20 -0.02
-0.09 0.04 0.10
-0.12 0.08 0.01
-0.03 0.08 0.03

---

Entry 2:
Molecular formula: C3H4O
Method: DFT, wB97M-V/def2-TZVPD

Properties
multiplicity: 1
SMILES string: C#COC
Kohn-Sham gap: 0.37015 Ha
ΔE to the lowest compared entry with this formula, charge and spin: 61.50 kcal/mol
HOMO level: -9.204 eV

Last column: natural (NBO) charge in e.
Element x y z (Å)
C 0.1890 1.2755 1.8461  -0.386
C 0.1849 0.9347 0.6882  0.320
O -0.1527 0.6559 -0.5267  -0.500
C -0.1398 -0.8052 -1.0513  -0.239
H 0.5767 1.5042 2.7350  0.214
H -1.1258 -1.0247 -1.5556  0.197
H -0.0001 -1.6507 -0.2871  0.208
H 0.4679 -0.8896 -1.8487  0.187

Atomic forces in eV per Å
-0.39 -0.93 -2.96
-0.94 -0.47 0.20
0.22 -2.33 -1.49
-3.50 -0.02 3.07
1.04 0.87 2.97
0.51 0.79 1.09
0.12 1.87 -0.72
2.95 0.21 -2.16

---

Entry 3:
Molecular formula: C11H14N2Si
Method: DFT, wB97M-V/def2-TZVPD

Properties
multiplicity: 1
SMILES string: [H]/N=C/[Si](C)(C)c1ccccc1C=C=N
Kohn-Sham gap: 0.31951 Ha
ΔE to the lowest compared entry with this formula, charge and spin: 47.45 kcal/mol
HOMO level: -7.988 eV

Last column: natural (NBO) charge in e.
Element x y z (Å)
H -3.2434 -1.9225 1.5924  0.342
N -2.8274 -0.9622 1.3527  -0.630
C -2.5958 -0.6978 0.1057  -0.283
Si -1.3341 0.6684 -0.3050  1.550
C -1.5050 1.5284 -2.0349  -1.116
C -1.7037 1.9625 1.0570  -1.131
C 0.2518 -0.5096 -0.4837  -0.391
C 0.1343 -1.8046 -1.0004  -0.189
C 1.2219 -2.6156 -1.1532  -0.238
C 2.4549 -2.2689 -0.6672  -0.192
C 2.5647 -1.1111 0.2038  -0.207
C 1.4797 -0.1711 0.1158  -0.053
C 1.5002 1.0622 0.7886  -0.460
C 2.2634 1.1503 1.8439  0.468
N 3.2531 1.2993 2.5004  -0.627
H -2.9383 -1.4608 -0.6530  0.160
H -1.2686 2.5419 -2.1661  0.240
H -0.8854 1.0160 -2.8219  0.239
H -2.5550 1.5375 -2.4460  0.241
H -1.6742 1.3387 1.9724  0.273
H -1.2036 2.9155 0.8745  0.241
H -2.7934 2.3714 1.0844  0.255
H -0.7742 -2.1159 -1.5619  0.206
H 1.1351 -3.5190 -1.7762  0.213
H 3.2605 -2.8664 -1.0247  0.215
H 3.5056 -0.8267 0.8485  0.232
H 1.0701 2.0226 0.2501  0.260
H 3.2069 1.4374 3.5040  0.382

Atomic forces in eV per Å
0.33 1.78 -1.04
0.29 -0.56 -0.45
-0.78 -2.00 0.74
-0.35 0.45 -1.06
-1.00 -2.18 -1.04
-1.95 -0.24 -0.45
-0.62 -0.09 0.58
-1.70 1.08 -1.35
0.38 -0.93 -0.93
0.09 1.87 1.93
0.36 0.23 -1.18
-0.21 -3.34 -0.15
-0.27 3.53 -0.29
-0.51 1.16 -1.37
1.41 0.60 1.67
0.32 0.72 0.35
0.76 1.62 0.58
-0.56 0.17 0.79
0.72 -0.45 0.57
0.75 1.14 0.06
0.86 -0.40 0.91
1.37 -1.31 -0.66
0.42 0.25 0.83
0.01 0.43 0.39
0.88 -0.33 0.57
-1.84 -0.73 -1.72
0.93 -2.03 1.55
-0.11 -0.44 0.16

---

Entry 4:
Molecular formula: C10H9NO2
Method: DFT, wB97M-V/def2-TZVPD

Properties
multiplicity: 1
SMILES string: CCC(=O)c1ccccc1C#[N+][O-]
Kohn-Sham gap (alpha / beta): 0.32173 / 0.32171 Ha
ΔE to the lowest compared entry with this formula, charge and spin: 96.34 kcal/mol
HOMO level (alpha / beta): -8.766 / -8.766 eV

Last column: natural (NBO) charge in e.
Element x y z (Å)
C 2.3103 2.3032 -0.1889  -0.598
C 1.0992 1.7946 0.7062  -0.522
C 0.0375 1.1519 -0.1883  0.590
O -0.6769 1.7992 -0.9865  -0.529
C -0.1713 -0.3697 -0.1376  -0.100
C 0.8127 -1.2846 -0.3478  -0.203
C 0.5674 -2.6590 -0.3948  -0.187
C -0.7233 -3.1035 -0.2763  -0.211
C -1.7528 -2.2219 0.0833  -0.160
C -1.5433 -0.8312 0.1054  -0.101
C -2.5331 0.1027 0.4049  0.130
N -3.1720 1.0588 0.4089  0.264
O -3.7363 2.0538 0.6043  -0.379
H 2.0252 2.1543 -1.2597  0.216
H 3.2033 1.8443 -0.1025  0.205
H 2.5236 3.3810 -0.1177  0.221
H 0.5220 2.6786 1.0966  0.252
H 1.5171 1.1768 1.5319  0.230
H 1.8397 -1.0463 -0.6401  0.221
H 1.5023 -3.3106 -0.3921  0.224
H -0.8956 -4.1022 -0.0852  0.215
H -2.7555 -2.5703 0.1758  0.221

Atomic forces in eV per Å
-3.71 1.83 -1.64
0.38 1.20 -0.45
-1.23 -0.06 -1.80
2.17 -1.36 2.38
-2.25 1.03 0.43
1.22 -0.61 -0.86
1.37 -0.19 0.29
0.13 1.45 1.56
0.44 1.36 -1.20
3.01 -1.56 -0.54
-0.62 -0.33 -0.26
1.58 -1.65 0.43
-2.10 2.81 0.13
0.14 0.22 0.70
2.78 -1.99 0.92
-0.39 -0.33 0.31
0.88 -0.73 -0.01
-0.82 0.22 -0.59
-0.30 0.65 0.54
-1.73 0.58 -0.41
-0.47 -2.20 -0.32
-0.51 -0.36 0.37

---

Entry 5:
Molecular formula: C5H7Br3N2
Method: DFT, wB97M-V/def2-TZVPD

Properties
multiplicity: 1
charge: +2
Kohn-Sham gap: 0.33716 Ha
ΔE to the lowest compared entry with this formula, charge and spin: 33.16 kcal/mol
HOMO level: -17.211 eV

Last column: natural (NBO) charge in e.
Element x y z (Å)
C -3.8630 -0.2582 0.1473  0.368
C -0.2975 0.1674 0.5765  -0.056
C 0.2634 -0.9911 0.3301  0.024
C 1.2107 0.3673 -1.5376  -0.430
C 2.2395 0.5206 0.6961  -0.410
N -3.6610 -0.8775 1.1090  -0.422
N 1.0524 0.1889 -0.1105  -0.216
Br -3.9516 0.3920 -1.4127  0.544
Br -1.0830 1.5640 1.3689  0.312
Br 0.5519 -2.7688 0.0266  0.341
H 0.2618 -0.0063 -2.0297  0.225
H 1.2543 1.3655 -2.0295  0.270
H 2.0423 -0.1962 -1.6695  0.228
H 2.5500 1.4936 0.5072  0.247
H 2.0356 0.3325 1.7258  0.238
H 2.9105 -0.1708 0.2327  0.230
H -3.5163 -1.1227 2.0694  0.507

Atomic forces in eV per Å
0.81 -2.36 2.99
1.89 -1.32 -0.67
-0.54 0.84 -0.17
-3.96 1.40 -1.49
-0.62 -1.73 -0.86
-0.61 1.61 -1.71
-1.74 0.91 1.41
-0.45 0.96 -1.74
-0.71 0.42 0.38
-0.23 0.43 0.34
1.35 -0.34 0.48
0.59 -0.17 1.40
2.46 -1.68 -1.74
0.44 1.83 -0.27
0.08 -0.19 0.65
1.37 -0.32 0.56
-0.12 -0.29 0.45

---

Entry 6:
Molecular formula: C3H4N2OS
Method: DFT, wB97M-V/def2-TZVPD

Properties
multiplicity: 1
SMILES string: O=c1[nH]cc(S)[nH]1
Kohn-Sham gap: 0.30754 Ha
ΔE to the lowest compared entry with this formula, charge and spin: 16.32 kcal/mol
HOMO level: -7.807 eV

Last column: natural (NBO) charge in e.
Element x y z (Å)
O -2.3655 0.4206 -1.4819  -0.666
C -1.2758 0.1087 -0.9632  0.729
N -0.2544 -0.4734 -1.5800  -0.582
C 0.8251 -0.5643 -0.8021  -0.088
C 0.5891 -0.0011 0.4220  -0.117
S 1.4384 0.1215 1.8723  0.092
N -0.8306 0.3002 0.3317  -0.602
H -0.3033 -0.8725 -2.5500  0.435
H 1.9137 -0.8161 -1.1552  0.225
H 2.4369 -0.6882 1.4872  0.142
H -1.3723 1.0195 0.9142  0.431

Atomic forces in eV per Å
1.43 -0.45 1.16
-3.04 1.22 -0.26
0.16 -1.81 -4.02
5.44 0.28 1.94
-3.01 -0.84 -2.95
0.95 0.22 1.34
-0.44 1.99 1.65
-0.16 0.90 1.68
-2.64 0.16 0.49
-0.06 0.04 0.08
1.38 -1.71 -1.12